Formula: C10H17N3O6
Source: the Open Molecules 2025 dataset
Level of theory: ωB97M-V/def2-TZVPD

The LUMO energy comes out at 0.0095 Eh. The calculated total energy is -27400.3064 eV. As for the multiplicity: 1. The net charge is 0. The structure (SMILES) is NC(=O)CC[C@H](NC(=O)[C@@H](N)CCC(=O)O)C(=O)O. The calculation puts the HOMO energy at -9.170 eV.

Geometry (Å):
N 2.222 -2.566 -0.258
C 2.746 -1.494 0.435
O 2.407 -1.467 1.559
C 3.369 -0.353 -0.225
C 2.331 0.118 -1.267
C 1.135 0.651 -0.532
N -0.090 0.238 -1.202
C -0.911 -0.778 -0.897
O -0.385 -1.577 -0.192
C -2.306 -0.486 -1.286
N -3.096 -1.740 -1.476
C -2.921 0.778 -0.638
C -2.216 1.323 0.621
C -1.790 0.181 1.726
O -0.864 0.383 2.462
O -2.614 -0.849 1.846
C 1.186 2.192 -0.180
O 2.051 2.551 0.617
O 0.336 2.977 -0.723
H 1.279 -2.803 0.155
H 2.382 -2.927 -1.181
H 4.333 -0.719 -0.677
H 3.679 0.413 0.425
H 2.218 -0.784 -1.922
H 2.728 0.873 -1.923
H 1.086 0.091 0.408
H -0.360 0.915 -1.857
H -2.234 -0.218 -2.378
H -3.443 -2.061 -0.590
H -3.898 -1.644 -2.093
H -2.956 1.537 -1.417
H -3.999 0.576 -0.458
H -1.203 1.723 0.302
H -2.744 2.203 1.024
H -2.028 -1.457 2.233
H 0.718 3.833 -0.587



Formula: C54H54BCaIN3O3PSSi
Source: the Open Molecules 2025 dataset
Level of theory: ωB97M-V/def2-TZVPD

The LUMO energy comes out at -0.0016 Eh. The calculated total energy is -122709.6739 eV. As for the multiplicity: 1. The net charge is 0. The calculation puts the HOMO energy at -6.787 eV.

Geometry (Å):
Ca -1.206 -0.031 -0.427
I -0.284 0.453 3.451
C 1.566 0.363 4.459
C 1.372 0.082 5.782
C 2.449 0.008 6.683
C 3.702 0.250 6.225
C 3.938 0.549 4.859
C 5.272 0.806 4.470
C 5.572 1.108 3.180
C 4.540 1.130 2.230
C 3.227 0.869 2.533
P 2.102 0.827 1.030
C 2.919 -0.605 0.214
C 4.047 -0.582 -0.605
C 4.553 -1.760 -1.135
C 3.943 -2.978 -0.853
C 2.835 -3.015 -0.019
C 2.330 -1.834 0.509
C 2.677 2.359 0.197
C 2.651 3.527 0.964
C 2.919 4.759 0.392
C 3.216 4.850 -0.964
C 3.246 3.699 -1.734
C 2.969 2.461 -1.160
C 2.869 0.593 3.900
H 0.367 -0.079 6.147
H 2.266 -0.229 7.723
H 4.556 0.217 6.892
H 6.045 0.759 5.228
H 6.590 1.316 2.877
H 4.806 1.363 1.207
H 4.535 0.355 -0.848
H 5.430 -1.726 -1.771
H 4.328 -3.891 -1.289
H 2.352 -3.957 0.209
H 1.453 -1.867 1.147
H 2.414 3.470 2.021
H 2.889 5.655 1.001
H 3.409 5.815 -1.417
H 3.489 3.758 -2.788
H 2.969 1.580 -1.787
C -0.793 -1.008 -4.938
Si -0.593 0.376 -3.685
C 0.932 -0.089 -2.663
C -0.141 1.928 -4.634
N -1.812 0.559 -2.512
C -3.175 0.560 -2.701
C -3.827 0.494 -3.947
C -5.205 0.425 -4.067
C -6.013 0.422 -2.941
C -5.415 0.506 -1.690
C -4.045 0.599 -1.580
O -3.395 0.612 -0.316
C -4.064 1.017 0.829
C -4.707 2.240 0.894
C -5.308 2.619 2.083
C -5.255 1.788 3.199
C -4.592 0.572 3.120
C -3.994 0.179 1.928
H 0.172 -1.230 -5.405
H -1.499 -0.755 -5.735
H -1.155 -1.920 -4.452
H 1.849 -0.003 -3.249
H 0.872 -1.124 -2.296
H 1.036 0.583 -1.798
H 0.771 1.761 -5.219
H 0.041 2.759 -3.942
H -0.933 2.238 -5.323
H -3.212 0.487 -4.840
H -5.652 0.358 -5.052
H -7.090 0.353 -3.023
H -6.028 0.496 -0.796
H -4.734 2.880 0.020
H -5.818 3.572 2.140
H -5.731 2.089 4.123
H -4.550 -0.085 3.980
H -3.487 -0.778 1.836
N -0.390 4.110 2.744
C -0.622 4.505 1.465
S -0.832 3.391 0.245
N -0.589 5.850 1.312
C -0.754 6.683 0.178
C -1.335 6.283 -1.020
C -1.470 7.204 -2.052
C -1.041 8.514 -1.908
C -0.469 8.911 -0.707
C -0.327 8.002 0.327
H -0.526 3.131 2.946
H -0.493 4.754 3.511
H -0.322 6.363 2.137
H -1.674 5.268 -1.148
H -1.925 6.882 -2.980
H -1.154 9.221 -2.720
H -0.130 9.930 -0.573
H 0.121 8.317 1.264
C 0.717 -7.969 -2.148
C -0.071 -8.130 -0.847
C -1.316 -8.979 -1.144
C 0.820 -8.869 0.163
C -0.501 -6.782 -0.261
C -1.210 -6.753 0.945
C -1.629 -5.567 1.544
C -1.327 -4.393 0.893
O -1.615 -3.097 1.241
B -1.092 -2.244 0.223
O -0.491 -3.114 -0.744
C -0.644 -4.405 -0.304
C -0.211 -5.571 -0.898
H 0.995 -8.954 -2.526
H 1.635 -7.397 -1.991
H 0.123 -7.470 -2.917
H -1.024 -9.943 -1.571
H -1.965 -8.467 -1.858
H -1.896 -9.170 -0.239
H 1.205 -9.794 -0.275
H 0.269 -9.129 1.069
H 1.669 -8.245 0.453
H -1.446 -7.688 1.441
H -2.170 -5.571 2.482
H 0.336 -5.520 -1.831



Formula: C2H3ClO2
Source: the Open Molecules 2025 dataset
Level of theory: ωB97M-V/def2-TZVPD

The LUMO energy comes out at 0.0120 Eh. The calculated total energy is -18738.4682 eV. As for the multiplicity: 1. The net charge is 0. The structure (SMILES) is O=CCl.C=O. The calculation puts the HOMO energy at -10.512 eV.

Geometry (Å):
O -1.899 -1.717 0.305
C -1.518 -0.787 -0.324
Cl -1.893 0.913 0.211
H -0.652 -0.891 -1.087
C 1.523 0.598 0.255
O 1.105 -0.407 -0.254
H 2.501 0.852 0.709
H 0.832 1.439 0.186



Formula: C27H30B3N4O12PS
Source: the Open Molecules 2025 dataset
Level of theory: ωB97M-V/def2-TZVPD

The LUMO energy comes out at -0.0238 Eh. The calculated total energy is -81164.8070 eV. As for the multiplicity: 1. The net charge is 0. The calculation puts the HOMO energy at -8.662 eV.

Geometry (Å):
C -0.954 0.869 3.658
C 0.289 1.693 3.334
O 0.161 2.968 3.923
C 0.433 1.751 1.781
B 1.484 0.675 1.404
O 1.187 -0.686 1.381
B 2.242 -1.514 1.701
O 3.510 -1.109 1.247
B 3.662 0.208 1.640
P 4.944 0.697 3.007
S 4.090 1.803 4.392
O 2.795 1.113 1.093
H -0.870 0.493 4.665
H -1.818 1.522 3.540
H -0.997 0.051 2.947
H 1.138 1.146 3.767
H 0.902 3.513 3.643
H 0.810 2.735 1.506
H -0.529 1.561 1.306
H 2.160 -2.479 2.384
H 6.051 1.343 2.424
H 5.380 -0.516 3.563
C 0.266 -6.314 5.781
C 1.226 -5.438 6.275
C 1.079 -4.071 6.098
C -0.041 -3.608 5.432
C -0.999 -4.462 4.925
C -0.842 -5.827 5.100
N -0.236 -2.159 5.256
O 0.639 -1.415 5.656
O -1.273 -1.798 4.739
H 0.385 -7.380 5.924
H 2.090 -5.820 6.801
H 1.819 -3.383 6.479
H -1.852 -4.071 4.396
H -1.582 -6.508 4.703
C -4.102 -0.255 -0.758
C -4.462 -1.530 -1.180
C -3.898 -2.645 -0.583
C -2.981 -2.461 0.435
C -2.606 -1.202 0.866
C -3.173 -0.092 0.261
N -2.381 -3.635 1.086
O -2.693 -4.737 0.681
O -1.596 -3.426 1.990
H -4.547 0.613 -1.226
H -5.185 -1.654 -1.975
H -4.170 -3.639 -0.906
H -1.885 -1.084 1.660
H -2.890 0.900 0.586
C 1.201 -0.908 -4.167
C 1.384 -0.490 -2.854
C 0.539 0.461 -2.307
C -0.482 0.975 -3.083
C -0.678 0.573 -4.391
C 0.174 -0.375 -4.934
N -1.396 1.967 -2.494
O -1.191 2.310 -1.346
O -2.304 2.380 -3.185
H 1.862 -1.651 -4.593
H 2.185 -0.904 -2.257
H 0.680 0.793 -1.290
H -1.479 0.990 -4.983
H 0.037 -0.695 -5.956
C 0.349 6.392 -5.987
C -0.666 5.609 -6.521
C -0.439 4.271 -6.797
C 0.808 3.739 -6.528
C 1.833 4.502 -6.002
C 1.597 5.840 -5.731
N 1.047 2.314 -6.796
O 0.134 1.667 -7.271
O 2.136 1.858 -6.515
H 0.166 7.436 -5.767
H -1.638 6.041 -6.719
H -1.224 3.656 -7.211
H 2.800 4.065 -5.803
H 2.387 6.451 -5.317